No. 1
Computed, not measured: C10H22AsCeGeS7 as an isolated structure, with ωB97M-V/def2-TZVPD.

## Properties
HOMO (spin up / spin down), eV: -5.243 / -5.243
LUMO (spin up / spin down), eV: 1.830 / 1.834
Kohn-Sham gap (spin up / spin down), eV: 7.073 / 7.077
Charge: -1
Energy above the lowest of the compared OMol25 structures with the same formula, charge and spin, kcal per mole: 0.0

```
42
Properties=species:S:1:pos:R:3:forces:R:3
H -0.2899 3.9576 3.7919 0.023 0.031 0.002
H 0.7140 1.1408 3.0656 0.052 0.040 -0.074
C 0.1246 1.9188 3.5274 -0.168 0.042 0.124
H 1.6290 -1.6429 1.8449 -0.034 0.008 -0.030
H 2.6705 -4.6645 -2.0119 -0.054 0.020 -0.004
Ge 1.8627 -2.8465 -0.4048 -0.164 -0.142 0.171
H -2.3477 4.3300 -1.4317 -0.023 -0.023 0.083
H -1.2618 3.3105 -2.3869 -0.043 0.035 0.000
H 2.9807 -5.1246 -0.3283 0.001 -0.014 -0.011
H -0.3303 -3.9015 -1.1824 0.039 -0.029 -0.009
C 2.4315 -2.2153 1.3741 0.090 -0.021 -0.044
C -1.6307 3.5065 -1.3794 0.041 0.027 0.067
S 1.3001 -1.9744 -3.2462 0.319 -0.240 -0.031
H 4.0669 -3.9986 -1.1588 0.004 0.037 0.019
C 0.0940 -3.6705 -0.2055 0.012 -0.005 0.021
H -1.6341 2.3340 1.2618 -0.038 0.024 0.059
C -0.4713 3.8489 -0.4592 -0.005 0.040 0.017
H -0.8348 4.1122 0.5372 -0.001 0.002 -0.016
H -3.6110 0.1155 0.6551 -0.041 0.037 0.050
H 1.1399 3.5540 2.6831 0.000 0.008 -0.009
H 0.2140 -4.5962 0.3625 -0.007 -0.025 -0.018
C 3.0263 -4.3044 -1.0471 0.068 0.208 0.064
H 2.6792 -0.7577 -1.7175 -0.068 0.086 0.092
H 3.3154 -1.5784 1.3193 0.019 -0.004 -0.023
H -0.7012 1.5891 4.1479 0.035 -0.065 0.025
C 1.7401 -1.3076 -1.6073 -0.277 -0.109 -0.124
H 0.0228 4.7386 -0.8560 0.018 -0.039 -0.007
H 2.6605 -3.0608 2.0246 -0.003 -0.015 0.008
As -0.6063 -1.0070 -3.9072 -0.194 0.116 0.030
S -0.1619 1.1156 -3.5820 -0.044 -0.130 -0.003
H -3.3783 2.7070 1.1868 -0.038 -0.016 -0.095
H -3.3056 0.5991 2.3160 0.085 0.001 0.019
S -1.0711 -1.6998 -5.7937 -0.035 -0.015 -0.086
S 0.7699 2.5301 -0.2941 0.043 -0.109 -0.126
H -0.6234 -3.0421 0.3242 0.051 0.037 0.005
C -2.5953 2.0170 0.8615 -0.070 -0.007 -0.004
S -1.3746 -0.4497 1.3343 -0.016 -0.088 -0.156
S -2.0098 -1.4505 -2.2620 0.078 0.022 -0.171
Ce -0.1743 0.1013 -1.0494 0.184 0.205 0.119
S -2.4951 1.9701 -0.9496 0.151 0.080 0.031
C 0.3436 3.2086 3.3302 0.027 0.015 -0.026
C -2.8770 0.5879 1.3123 -0.020 -0.025 0.059
```
Positions in Å, forces in eV/Å.

Atom charges from the Mulliken analysis, given in e for atoms 1 to 5: 0.2507, 0.0608, -0.2818, 0.2745, 0.3343

***

No. 2
Computed, not measured: one molecule with the formula C2H3N3O2, with ωB97M-V/def2-TZVPD.

## Properties
HOMO, eV: -10.673
LUMO, eV: 0.585
Kohn-Sham gap, eV: 11.257
Charge: 0
Energy above the lowest of the compared OMol25 structures with the same formula, charge and spin, kcal per mole: 83.4
Structure (SMILES): COc1nnno1

```
10
Properties=species:S:1:pos:R:3:forces:R:3
H -2.5661 -0.2366 0.2183 -2.111 -1.032 0.707
O -0.7181 -0.8872 -0.0876 0.269 0.817 0.032
H -1.3264 0.8487 0.8625 -0.275 0.153 0.056
O 0.9354 0.7672 -0.0904 -2.081 -0.068 0.088
N 2.2627 0.7682 -0.0410 2.793 -1.414 0.753
N 1.5866 -1.2916 -0.0441 0.556 -0.365 1.039
C 0.5453 -0.5243 -0.0348 1.273 -0.176 -0.871
H -1.7531 0.7842 -0.8907 0.366 -0.126 0.275
N 2.6970 -0.4463 0.0604 -2.872 1.548 -1.179
C -1.6634 0.2177 0.0473 2.083 0.664 -0.899
```
Positions in Å, forces in eV/Å.

Atom charges from the Mulliken analysis, given in e for atoms 1 to 5: 0.2543, -0.3207, 0.3187, -0.1306, 0.0054

***

Number 1: strongest force on any atom 0.401 eV/A. Number 2: strongest force on any atom 3.469 eV/A.